Record 1
{"formula": "C30H55NO24", "method": "ωB97M-V/def2-TZVPD", "total_charge": 0, "gap_ev": 10.16, "lumo_ev": 0.38, "elements": ["O", "O", "O", "O", "O", "O", "O", "O", "O", "O", "O", "O", "O", "O", "O", "O", "O", "O", "O", "O", "O", "O", "O", "O", "N", "C", "C", "C", "C", "C", "C", "C", "C", "C", "C", "C", "C", "C", "C", "C", "C", "C", "C", "C", "C", "C", "C", "C", "C", "C", "C", "C", "C", "C", "C", "H", "H", "H", "H", "H", "H", "H", "H", "H", "H", "H", "H", "H", "H", "H", "H", "H", "H", "H", "H", "H", "H", "H", "H", "H", "H", "H", "H", "H", "H", "H", "H", "H", "H", "H", "H", "H", "H", "H", "H", "H", "H", "H", "H", "H", "H", "H", "H", "H", "H", "H", "H", "H", "H", "H"], "coordinates": [[-3.809, -0.392, 0.948], [1.358, -1.613, 3.109], [5.008, -2.448, -0.044], [-3.736, 6.301, -0.666], [-0.350, -0.346, 3.442], [5.088, 2.125, -0.270], [4.225, -2.261, -2.303], [1.386, 0.308, -1.538], [3.282, 3.162, 0.272], [-0.594, -0.615, -2.384], [0.202, -5.349, -1.379], [-5.121, -2.424, 0.486], [-3.612, -5.080, 1.269], [-3.918, -4.902, -0.876], [4.753, -4.310, -1.501], [4.266, 3.622, -1.658], [-4.262, -1.293, -1.304], [-2.184, -3.619, 0.095], [-0.468, 1.583, -2.092], [-1.331, -6.934, -1.062], [-4.574, 6.899, 1.257], [1.105, -0.521, 5.011], [0.302, -6.655, 0.581], [-2.230, 6.716, 1.053], [0.788, 6.650, -2.661], [-0.025, -1.939, -2.384], [-2.020, -7.931, -0.194], [3.049, 6.516, -0.051], [-0.994, 0.394, 1.394], [1.448, -4.817, -1.062], [-3.522, -4.388, -2.100], [3.563, 2.391, 1.446], [-4.396, -1.360, 0.021], [0.119, 0.452, -1.992], [4.664, -3.035, -1.293], [-3.630, -0.166, -1.827], [2.325, 1.559, 1.856], [3.278, 7.975, -0.428], [4.175, -0.896, -2.264], [-0.618, -0.869, 2.164], [1.151, 6.410, -1.595], [0.694, -0.832, 3.926], [-2.578, 5.819, -1.404], [0.683, -1.602, 1.847], [0.215, 2.845, -1.815], [4.245, 3.019, -0.631], [-3.273, -4.524, 0.200], [1.632, 6.113, -0.211], [4.717, 1.569, 0.944], [5.295, -5.136, -0.516], [-3.552, 6.673, 0.548], [-0.268, -6.288, -0.627], [-5.231, -2.588, 1.907], [-2.760, -5.074, 2.377], [-4.495, 6.957, 2.672], [0.730, 2.917, -0.891], [3.721, 5.966, -0.653], [1.870, -4.284, -1.871], [1.896, 1.108, 0.952], [-3.584, -3.302, -2.175], [-3.731, 7.619, 3.128], [-1.914, 0.884, 1.804], [4.611, 0.414, 0.993], [-5.462, 7.167, 3.116], [3.051, 8.077, -1.480], [-1.221, -8.534, 0.241], [3.809, 2.977, 2.320], [-5.579, -3.599, 2.063], [1.018, 6.734, 0.488], [5.151, -0.432, -2.365], [-2.734, -8.527, -0.781], [-5.956, -1.853, 2.345], [0.374, -2.592, 1.546], [-0.513, 3.660, -1.823], [-2.513, -7.384, 0.625], [-1.720, -4.892, 2.159], [0.867, 3.139, -2.562], [2.581, 0.801, 2.533], [3.518, -0.476, -3.041], [1.331, -4.287, -0.141], [-3.333, -0.333, -2.853], [-2.742, 0.058, -1.201], [-1.461, -1.553, 2.226], [4.811, -4.835, 0.436], [-1.987, 6.741, -1.710], [6.365, -5.224, -0.636], [-2.943, 5.224, -2.277], [-2.518, -4.763, -2.250], [-2.749, -5.984, 2.978], [1.449, 5.036, 0.028], [3.745, -0.585, -1.261], [0.624, -2.134, -1.452], [-4.185, -4.858, -2.827], [-4.294, 0.670, -1.900], [1.498, 2.159, 2.210], [-4.335, 5.945, 2.953], [5.593, 1.749, 1.538], [-0.252, 1.211, 1.428], [-3.007, -4.290, 3.029], [-1.226, 0.166, 0.363], [4.825, -6.070, -0.704], [-1.924, 5.179, -0.848], [0.516, -2.106, -3.285], [-0.984, -2.572, -2.428], [1.244, -1.165, 1.035], [4.332, 8.259, -0.372], [2.157, -5.599, -0.948], [3.329, 6.263, 0.909], [2.705, 8.673, 0.153], [-4.319, -2.409, 2.441]]}

---

Record 2
{"formula": "H18NO7", "method": "ωB97M-V/def2-TZVPD", "s_squared": 0.75, "spin_multiplicity": 2, "total_charge": 0, "gap_ev": [2.52, 10.64], "lumo_ev": [0.23, 0.13], "elements": ["O", "O", "O", "O", "O", "O", "O", "N", "H", "H", "H", "H", "H", "H", "H", "H", "H", "H", "H", "H", "H", "H", "H", "H", "H", "H"], "coordinates": [[0.440, 1.762, 2.516], [-3.210, -1.802, -2.369], [-1.195, 1.779, -0.166], [0.940, 1.453, -1.880], [-0.001, -1.568, 1.414], [2.258, -0.475, -0.468], [1.845, -0.163, 2.059], [-0.942, -0.653, -0.812], [-0.302, 1.664, 1.899], [0.050, -2.543, 1.430], [-3.381, -2.729, -2.221], [-0.254, -0.619, -1.587], [1.329, 0.793, 2.300], [0.975, -1.005, 1.746], [-3.672, -1.656, -3.193], [-1.732, -1.199, -1.074], [-1.911, 2.176, -0.644], [-0.405, 2.014, -0.701], [1.533, 1.963, -2.420], [0.027, 2.215, 3.302], [3.125, -0.728, -0.830], [-0.461, -1.050, 0.080], [2.347, -0.390, 0.556], [-1.231, 0.295, -0.582], [2.278, -0.418, 2.933], [1.549, 0.882, -1.289]]}

---

Q: Which energy above the lowest of the compared OMol25 structures with the same formula, charge and spin values were calculated for the entries above? A: 18.2; 12.9, in kcal per mole.